A single C22H25N3O3 molecule, computed with ωB97M-V/def2-TZVPD.

Output
* max |F|: 0.028 hartree/bohr
* ΔE to the lowest compared entry with this formula, charge and spin: 70.8 kcal per mole
* calculated total energy: -1243.32009 a.u.
* net charge: 0
* structure (SMILES): CCc1ccc(CN(C)C(=O)CCc2nnc(COc3ccccc3)o2)cc1
* highest occupied orbital energy: -8.73 eV
* gap between HOMO and LUMO: 9.52 eV

Geometry (Å):
C1 5.2779 -5.6124 -3.9640
C2 4.0060 -6.3609 -3.5602
C3 3.0593 -5.4406 -2.8442
C4 3.1149 -5.2975 -1.4648
C5 2.2705 -4.4193 -0.8087
C6 1.3461 -3.6674 -1.5189
C7 0.4254 -2.6972 -0.8293
N1 0.6377 -1.3397 -1.3065
C8 1.9163 -0.7436 -0.9870
C9 -0.3735 -0.7045 -1.9263
O1 -1.4507 -1.2406 -2.1345
C10 -0.1503 0.7398 -2.3689
C11 -1.2938 1.5793 -1.7962
C12 -1.2435 1.5449 -0.3169
N2 -0.2243 1.2565 0.4270
N3 -0.6352 1.3275 1.7093
C13 -1.8847 1.6533 1.6890
C14 -2.7915 1.8464 2.8576
O2 -3.2490 3.1704 2.9851
C15 -2.3748 4.1445 3.3973
C16 -2.9302 5.4159 3.5359
C17 -2.1488 6.4731 3.9538
C18 -0.8061 6.2782 4.2389
C19 -0.2569 5.0179 4.0979
C20 -1.0296 3.9459 3.6785
O3 -2.3371 1.8085 0.4265
C21 1.2898 -3.8062 -2.9006
C22 2.1370 -4.6798 -3.5534
H1 5.7781 -5.2144 -3.0838
H2 5.0346 -4.7821 -4.6232
H3 5.9639 -6.2784 -4.4824
H4 3.5257 -6.7624 -4.4548
H5 4.2719 -7.1974 -2.9107
H6 3.8257 -5.8809 -0.8966
H7 2.3261 -4.3254 0.2672
H8 -0.6171 -2.9448 -1.0500
H9 0.5767 -2.7240 0.2550
H10 2.4294 -0.4006 -1.8873
H11 2.5378 -1.5038 -0.5194
H12 1.7875 0.0881 -0.2905
H13 -0.1967 0.7680 -3.4590
H14 0.8003 1.1397 -2.0336
H15 -1.2291 2.6152 -2.1397
H16 -2.2536 1.1670 -2.1165
H17 -2.2716 1.5043 3.7603
H18 -3.6976 1.2510 2.7059
H19 -3.9770 5.5456 3.3102
H20 -2.5891 7.4536 4.0576
H21 -0.1941 7.1052 4.5654
H22 0.7889 4.8556 4.3130
H23 -0.5700 2.9771 3.5642
H24 0.5693 -3.2258 -3.4584
H25 2.0789 -4.7809 -4.6280

Atomic partial charges in e from the natural (NBO) method, atoms 1 to 8: number 1, C, carries -0.592; number 2, C, carries -0.417; number 3, C, carries -0.008; number 4, C, carries -0.219; number 5, C, carries -0.199; number 6, C, carries -0.069; number 7, C, carries -0.236; number 8, N, carries -0.428